Entry from the OMol25 dataset: an isolated molecule of C3HNO2 (ωB97M-V/def2-TZVPD).

- HOMO (hartree) = -0.408
- energy above the lowest of the compared OMol25 structures with the same formula, charge and spin (eV) = 1.2538
- HOMO-LUMO gap (eV) = 9.17
- charge = 0
- energy (a.u.) = -320.05320
- structure (SMILES) = N#CC(=O)C=O

Structure (XYZ):
```
7
Properties=species:S:1:pos:R:3:forces:R:3:lowdin_charge:R:1
C 0.589 -0.129 0.833 5.5017 -0.3881 -0.6247 -0.117
C 0.183 -0.514 -0.611 -3.8096 5.0407 4.8479 -0.379
C -0.989 0.534 -0.750 -3.8414 1.8871 -0.1972 -0.108
H -0.063 0.713 1.181 0.4796 -0.8155 0.9404 0.122
N -1.964 1.176 -0.495 4.0645 -2.5137 -1.1165 0.154
O 1.767 -0.427 1.135 -4.2520 1.0359 0.0831 0.086
O 0.477 -1.354 -1.293 1.8572 -4.2465 -3.9330 0.243
```
Forces are in eV/Å.